1.
The following is a DFT calculation (the ωB97M-V functional and the def2-TZVPD basis) of a cluster of 14 separate species, C4H35N2O14S in total.

Cartesian coordinates (Å):
C -0.61262 -1.04452 0.76119
N -1.26858 -0.09431 -0.15152
C -2.31324 0.67962 0.27752
O -2.95416 0.55117 1.31464
C 0.81945 -1.53081 0.42328
C 1.77958 -1.32964 1.54187
S 3.57422 -1.14551 1.00008
N 0.71715 -3.02438 0.35646
H -0.60901 -0.69912 1.84235
H -1.30198 -1.90459 0.86705
H -0.89741 -0.17251 -1.09227
H -2.69878 1.42628 -0.42919
H 1.08442 -1.13727 -0.56467
H 1.66842 -2.10003 2.35440
H 1.59671 -0.35392 1.98950
H 0.17561 -3.43700 -0.42291
H 1.63949 -3.51345 0.20186
H 0.39323 -0.80437 -4.80639
H -0.77839 -1.71831 -5.38917
O -0.01520 -1.18461 -5.60918
H 2.70881 1.50844 -1.04170
H 3.99758 1.69826 -0.33319
O 3.24040 2.21337 -0.65677
H -1.75074 -3.19474 2.87302
H -0.49179 -3.34408 2.27420
O -0.88274 -2.74326 2.92933
H -1.96378 -4.25832 -3.00842
H -1.00585 -3.09241 -3.42917
O -1.14437 -4.03893 -3.45637
H 1.63876 3.65174 -0.06281
H 0.57576 3.77898 0.97470
O 0.68712 3.56059 0.04786
H 1.79864 -0.44550 -2.94479
H 1.27553 1.01898 -2.79985
O 1.02448 0.16737 -3.15573
H 0.35475 4.47690 -2.51715
H -0.40845 4.07365 -1.34284
O -0.56785 4.41541 -2.24565
H 3.74781 -0.36857 -2.50630
H 3.47530 -1.12295 -1.23550
O 3.07920 -0.96194 -2.15101
H -3.30898 -0.91100 2.07645
H -4.33401 -2.14871 1.81745
O -3.45755 -1.88351 2.09954
H 0.35131 2.07578 2.73138
H 0.98238 3.09294 3.57305
O 0.38654 3.03399 2.81196
H -0.41298 -0.54808 4.13614
H 0.65516 -0.05092 3.28870
O 0.06611 0.29400 3.96604
H -1.92887 1.70800 -4.32506
H -1.27301 2.52603 -3.11071
O -2.06872 2.14742 -3.49006
H -3.82633 1.33359 3.26600
H -3.21444 1.37781 4.54856
O -3.75625 1.95986 4.00348

As for the LUMO energy: 2.21 eV. The HOMO-LUMO gap is 6.48 eV. The value obtained for the highest occupied orbital energy is -4.271 eV. The value obtained for the energy is -1734.5229 a.u. As for the energy above the lowest of the compared OMol25 structures with the same formula, charge and spin: 2.031 eV. As for the total charge: -1.


2.
The following is a DFT calculation (the ωB97M-V functional and the def2-TZVPD basis) of an isolated molecule of C4H9NO2S.

Cartesian coordinates (Å):
C 0.11803 -0.88319 -0.13247
C -0.19788 -1.11291 1.49323
C 0.62847 1.32446 -0.99553
C -0.50479 0.31267 -0.88581
N -0.08525 -2.08820 -0.92787
O 2.22621 -2.49883 0.25756
O 2.14194 -1.62336 -2.07537
S 1.51013 -1.75290 -0.76109
H 0.69457 -1.62074 1.94444
H -1.04176 -1.87731 1.79227
H -0.47393 -0.02853 1.87560
H 1.36656 1.02449 -1.80940
H 1.13685 1.44214 -0.07422
H 0.24124 2.23447 -1.31307
H -0.73939 -0.16125 -1.78091
H -1.41215 0.61884 -0.33862
H -0.76913 -2.92237 -0.67955

The SMILES is CC[C@@]1(C)NS1(=O)=O. As for the LUMO energy: 0.74 eV. The HOMO-LUMO gap is 10.68 eV. The value obtained for the highest occupied orbital energy is -9.941 eV. The value obtained for the energy is -761.1042 a.u. As for the energy above the lowest of the compared OMol25 structures with the same formula, charge and spin: 4.332 eV. As for the total charge: 0.


3.
The following is a DFT calculation (the ωB97M-V functional and the def2-TZVPD basis) of an isolated molecule of CH3NOP2.

Cartesian coordinates (Å):
C -0.64986 -0.06688 0.64637
N 2.34513 0.67362 -0.94583
O 0.01698 -0.82833 -0.21745
P 1.37616 -0.42282 -1.18731
P -1.33512 1.44017 0.37756
H -0.81190 -0.53168 1.53099
H 0.84926 -1.71025 -1.81749
H -1.79065 1.44617 1.61316

The SMILES is [H]/P=C/O[PH]#N. As for the LUMO energy: -0.55 eV. The HOMO-LUMO gap is 8.79 eV. The value obtained for the highest occupied orbital energy is -9.337 eV. The value obtained for the energy is -852.4437 a.u. As for the energy above the lowest of the compared OMol25 structures with the same formula, charge and spin: 2.481 eV. As for the total charge: 0.


4.
The following is a DFT calculation (the ωB97M-V functional and the def2-TZVPD basis) of an isolated molecule of C3H5N3O.

Cartesian coordinates (Å):
C -0.84941 0.01395 0.47657
C -0.14955 -1.22448 -0.37997
C 1.23981 0.54950 -0.42804
H -0.20168 2.55019 1.04461
H -0.90655 -0.46484 1.46402
H -2.00257 0.09620 0.16019
H 0.08954 -2.99008 -0.83192
H 1.94454 1.34970 -0.54262
N 0.25261 0.86544 0.52258
N -0.64610 -2.32651 -0.53625
N 1.10594 -0.62104 -1.00119
O 0.12343 2.20198 0.05202

The SMILES is [H]/N=C1/CN(O)C=N1. As for the LUMO energy: 0.42 eV. The HOMO-LUMO gap is 9.96 eV. The value obtained for the highest occupied orbital energy is -9.532 eV. The value obtained for the energy is -356.6675 a.u. As for the energy above the lowest of the compared OMol25 structures with the same formula, charge and spin: 5.165 eV. As for the total charge: 0.


5.
The following is a DFT calculation (the ωB97M-V functional and the def2-TZVPD basis) of a cluster of 4 separate species, C43H66ClN7O12P in total.

Cartesian coordinates (Å):
C 2.88771 -0.31621 3.42513
C 1.83905 -0.36115 2.11717
C 1.64222 1.18315 1.61318
C 0.75766 1.83223 2.87101
C 0.93916 1.35382 0.10349
C -0.60329 0.84732 0.18373
C -1.11690 -0.37033 -0.73270
C -1.87150 -1.53518 0.20424
C -3.40992 -1.14741 0.61082
C -4.35167 -2.44025 0.18938
C -5.18474 -1.98306 -1.15896
C -6.68875 -1.52167 -0.62366
C -6.96245 -0.01443 -1.20770
C -6.28125 1.08032 -0.16585
C -7.29186 2.35963 0.02364
C -7.42304 2.91477 1.56108
O -6.17563 2.79999 2.35516
C -5.20836 3.84814 1.98104
C 1.92105 0.39885 -0.86071
Cl 3.73305 0.53485 -0.55014
C 1.70186 0.56497 -2.46093
C 2.83206 -0.38679 -3.24599
O 2.88534 -1.76697 -2.71432
N 2.03450 -2.54089 -3.42575
O 1.68086 -3.52605 -2.79631
C 2.02426 2.11741 -2.83458
N 2.02065 2.46267 -4.30240
C 0.88881 2.96397 -1.93466
C -0.55695 2.74804 -2.59149
C -1.80685 3.66769 -2.07764
C -3.22616 3.36434 -2.90895
N -4.49866 3.51258 -2.07064
O -3.27377 3.05377 -4.21189
N 1.13113 2.77048 -0.47847
P 0.47369 4.11229 0.46567
O 0.13306 5.56212 -0.39330
O 1.75837 4.59416 1.59804
H 2.19468 -0.56590 4.36445
H 3.67314 -1.20253 3.38286
H 3.36798 0.73885 3.58343
H 2.35623 -1.09972 1.38507
H 0.78520 -0.81756 2.41185
H 2.66208 1.80175 1.69483
H 1.38022 2.67709 3.44014
H -0.26895 2.28312 2.53827
H 0.49134 1.03311 3.70529
H -0.98946 0.55170 1.27620
H -1.27754 1.79815 -0.08214
H -1.98806 0.03752 -1.44007
H -0.38404 -0.95169 -1.40394
H -1.76201 -2.54306 -0.39640
H -1.15094 -1.65170 1.14849
H -3.74726 -0.13174 0.13810
H -3.44071 -1.11046 1.80308
H -5.06570 -2.76585 1.08660
H -3.74512 -3.40035 -0.10112
H -4.61680 -1.06752 -1.62799
H -5.21394 -2.84072 -1.95851
H -6.71702 -1.43925 0.56548
H -7.47637 -2.31972 -0.95804
H -8.12102 0.11215 -1.32805
H -6.37388 0.07591 -2.22802
H -6.04739 0.61965 0.90005
H -5.25072 1.39014 -0.65050
H -8.37869 2.02171 -0.30595
H -7.00939 3.28332 -0.67564
H -8.28320 2.28638 2.08552
H -7.74941 4.05850 1.49641
H -4.17374 3.58514 2.47898
H -5.49871 4.92740 2.37750
H -5.01379 3.90518 0.82251
H 1.63690 -0.73874 -0.62757
H 0.67155 0.22663 -2.89124
H 2.40460 -0.49014 -4.35596
H 3.87338 0.13456 -3.35456
H 3.06566 2.52758 -2.41896
H 1.35469 1.83938 -4.83017
H 2.97303 2.19358 -4.69426
H 1.21288 4.08770 -2.19126
H -0.96908 1.62814 -2.62175
H -0.46793 3.02696 -3.75257
H -2.01170 3.66118 -0.92902
H -1.53890 4.79692 -2.35653
H -5.34964 3.34150 -2.66302
H -4.48336 4.47984 -1.67924
H 2.18909 2.89355 -0.37337
H 0.08562 6.38383 0.17728
H 1.33837 5.30241 2.16898
C 5.44448 -2.84612 0.13122
C 6.55757 -3.23761 0.87680
C 7.71290 -3.68018 0.22971
C 7.74433 -3.72252 -1.17101
C 6.62565 -3.33739 -1.92179
C 5.47491 -2.89926 -1.26336
N 8.96468 -4.16263 -1.85770
O 9.92657 -4.51326 -1.15804
O 8.96481 -4.15444 -3.09704
H 4.54786 -2.49641 0.64012
H 6.52566 -3.19479 1.96340
H 8.57196 -3.98175 0.82505
H 6.63461 -3.36996 -3.00927
H 4.60235 -2.59526 -1.83735
C 9.78442 1.59481 -3.69781
C 10.18875 0.37353 -3.15638
C 9.71105 -0.03119 -1.90843
C 8.82115 0.79665 -1.21019
C 8.41960 2.02671 -1.74792
C 8.90629 2.42203 -2.99553
N 8.29554 0.36521 0.09061
O 8.68942 -0.72084 0.54122
O 7.48528 1.10919 0.66157
H 10.15518 1.90352 -4.67373
H 10.87456 -0.26500 -3.70910
H 10.03564 -0.98584 -1.50023
H 7.73336 2.68124 -1.21461
H 8.59813 3.37371 -3.42284
C -6.68244 -5.23707 6.86049
C -5.40358 -5.56733 6.40928
C -5.03080 -5.28433 5.09386
C -5.94933 -4.66339 4.23625
C -7.23643 -4.33772 4.68434
C -7.59869 -4.62825 6.00117
N -5.55495 -4.34019 2.85985
O -4.41400 -4.66141 2.49546
O -6.38342 -3.76122 2.14259
H -6.96663 -5.45459 7.88865
H -4.69557 -6.04303 7.08455
H -4.03043 -5.54794 4.75754
H -7.96089 -3.86010 4.02800
H -8.59448 -4.37661 6.35940

As for the LUMO energy: -2.96 eV. The HOMO-LUMO gap is 8.40 eV. The value obtained for the highest occupied orbital energy is -11.362 eV. The value obtained for the energy is -3764.7468 a.u. As for the total charge: +1.


6.
The following is a DFT calculation (the ωB97M-V functional and the def2-TZVPD basis) of an isolated molecule of C3H4N2O.

Cartesian coordinates (Å):
C 0.27989 1.24520 0.09364
C -1.20609 -0.52767 0.00747
C 1.35049 0.22504 -0.06120
H 0.20303 1.87215 1.14568
H 0.35449 1.94329 -0.77386
H -2.43493 -0.67589 -0.27630
H 2.47478 0.46002 -0.08712
N -0.22074 -1.28298 0.15013
N 1.03397 -0.92668 -0.08185
O -1.10447 0.77658 -0.09073

The SMILES is C1=NN=COC1. As for the LUMO energy: 0.77 eV. The HOMO-LUMO gap is 9.74 eV. The value obtained for the highest occupied orbital energy is -8.967 eV. The value obtained for the energy is -301.3250 a.u. As for the energy above the lowest of the compared OMol25 structures with the same formula, charge and spin: 4.415 eV. As for the total charge: 0.